The following is a quantum chemistry calculation of a cluster of 2 separate species, C3H5BrF2 in total at a distorted geometry, from OMol25.

Orbital gap ... 10.33 eV
Energy above the lowest of the compared OMol25 structures with the same formula, charge and spin ... 116.4 kJ/mol
Strongest force on any atom ... 5.136 eV/Å
Structure (SMILES) ... C=C(F)CBr.F
HOMO energy ... -9.707 eV

Cartesian coordinates (Å):
C: 0.02046 0.04281 0.34723
Br: 2.91640 0.21930 0.63402
H: 1.09049 1.83969 -0.29794
F: -1.03445 0.87660 0.39850
C: 0.04552 -1.19591 0.90685
H: -2.92815 0.52736 -1.14926
H: 0.82827 -1.86418 0.95675
C: 1.24841 0.70877 -0.23004
H: 1.20268 0.42001 -1.20298
H: -0.90336 -1.45255 1.40359
F: -2.48627 -0.12190 -1.76673

Atoms 1-6, force components in eV/Å:
C 2.2 -1.9 1.8
Br -0.4 0.3 -0.4
H 0.5 -1.5 0.7
F -0.1 -0.4 0.0
C -3.8 3.5 -0.3
H 1.6 -2.2 -2.0

What are the natural (NBO) partial charges on each atom? They are as follows, in elementary charge units: number 1, C, carries 0.402; number 2, Br, carries 0.031; number 3, H, carries 0.243; number 4, F, carries -0.336; number 5, C, carries -0.488; number 6, H, carries 0.568; number 7, H, carries 0.225; number 8, C, carries -0.518; number 9, H, carries 0.228; number 10, H, carries 0.213; number 11, F, carries -0.567